(1)
DFT (ωB97M-V with the def2-TZVPD basis set) results for a structure of composition C24H34NSn in a non-equilibrium geometry.

```
60
C24H34NSn ωB97M-V with the def2-TZVPD basis set
C 1.54 2.87 -0.49
C 0.20 3.32 -0.51
C -0.34 3.05 -1.79
C 0.66 2.39 -2.56
C 1.83 2.28 -1.76
Sn 0.65 -0.56 0.04
C -1.24 -3.31 -0.08
C -0.07 -3.30 0.89
H -0.30 -3.73 1.88
C 1.19 -2.80 0.58
H 1.62 -2.96 -0.43
H 1.95 -2.66 1.37
C -2.03 -4.62 0.19
H -2.38 -4.65 1.23
H -2.89 -4.68 -0.47
H -1.41 -5.51 0.03
C -0.90 -3.32 -1.58
H -0.27 -2.48 -1.88
H -0.42 -4.25 -1.90
H -1.86 -3.21 -2.11
C -0.52 3.91 0.64
H -0.52 3.22 1.51
H -0.05 4.85 0.97
H -1.56 4.12 0.36
C -1.72 3.36 -2.23
H -2.46 2.64 -1.84
H -2.02 4.35 -1.86
H -1.79 3.35 -3.33
C 0.47 1.87 -3.94
H -0.57 1.54 -4.08
H 0.68 2.65 -4.69
H 1.14 1.02 -4.13
C 3.09 1.65 -2.19
H 2.90 0.75 -2.79
H 3.68 2.34 -2.82
H 3.72 1.37 -1.33
C 2.44 2.93 0.68
H 3.48 2.74 0.40
H 2.39 3.93 1.14
H 2.15 2.21 1.46
C -1.51 -0.85 -0.27
C -2.11 -2.12 0.13
C -2.20 -0.03 -1.16
C -3.56 -2.32 -0.13
H -1.94 -1.50 1.11
C -3.54 -0.27 -1.50
H -1.69 0.83 -1.63
C -4.23 -1.34 -0.85
H -4.05 -3.22 0.28
H -4.06 0.39 -2.20
H -5.32 -1.45 -0.98
C 0.27 0.87 5.83
C 1.05 -0.16 4.99
C 0.78 -0.11 3.56
N 0.60 -0.11 2.41
H 0.44 1.88 5.45
H 0.59 0.84 6.87
H -0.81 0.65 5.80
H 2.13 -0.01 5.13
H 0.81 -1.18 5.34
```

Properties
Total charge: +1
Lowest unoccupied orbital energy (spin up / spin down) (eV): -3.6 / -3.7
E (eV): -32749.6521

***

(2)
DFT (ωB97M-V with the def2-TZVPD basis set) results for an isolated molecule of C2H5FN2O2 in a non-equilibrium geometry.

```
12
C2H5FN2O2 ωB97M-V with the def2-TZVPD basis set
O -2.04 -0.29 -0.68
N -0.90 0.45 -1.08
C 0.05 0.26 -0.24
C 1.18 1.27 -0.13
F 2.36 0.86 0.40
N -0.08 -0.55 0.94
O -0.51 -1.86 0.58
H -2.74 -0.16 -1.41
H 1.31 1.86 -1.07
H 0.74 1.93 0.71
H 0.80 -0.71 1.42
H -1.49 -1.85 0.67
```

Properties
Lowest unoccupied orbital energy (eV): 0.7
Relative energy (zero: lowest compared OMol25 entry of this formula, charge and spin) (eV): 0.4129
E (eV): -11943.8179

***

(3)
DFT (ωB97M-V with the def2-TZVPD basis set) results for a structure of composition C18H21ClN2O8OsP2S2 in a non-equilibrium geometry.

```
55
C18H21ClN2O8OsP2S2 ωB97M-V with the def2-TZVPD basis set
Os 0.59 0.88 0.49
C 1.11 -2.74 -0.64
C -0.14 -1.92 -0.56
N -0.24 -0.89 -1.32
N -1.49 -0.40 -1.61
C -1.81 0.83 -1.52
S -0.94 2.13 -0.73
S -3.29 1.37 -2.33
C -2.93 0.70 -4.00
C -1.80 1.44 -4.67
C -0.49 0.95 -4.58
C 0.56 1.65 -5.15
C 0.32 2.85 -5.82
C -0.98 3.34 -5.91
C -2.02 2.64 -5.34
C -1.21 -2.23 0.42
C -1.86 -3.46 0.49
C -2.89 -3.66 1.39
C -3.26 -2.63 2.24
C -2.60 -1.41 2.21
C -1.56 -1.20 1.31
O -0.88 -0.04 1.37
H 1.32 -2.99 -1.68
H 1.97 -2.19 -0.25
H 1.00 -3.66 -0.06
H -2.71 -0.35 -3.87
H -3.86 0.82 -4.54
H -0.30 0.02 -4.06
H 1.57 1.27 -5.07
H 1.14 3.40 -6.26
H -1.17 4.27 -6.43
H -3.04 3.03 -5.40
H -1.58 -4.24 -0.21
H -3.41 -4.61 1.42
H -4.07 -2.77 2.94
H -2.86 -0.60 2.89
C 1.82 0.44 5.34
C 2.53 0.57 4.00
O 3.94 0.41 4.15
P 2.04 -0.80 2.89
O 0.68 -1.35 3.45
O 3.09 -1.94 3.20
O 2.01 -0.51 1.40
P 2.09 2.20 3.23
O 3.38 2.28 2.25
O 2.11 3.30 4.21
O 0.83 1.92 2.42
H 2.02 -0.53 5.80
H 0.74 0.56 5.22
H 2.18 1.23 5.99
H 4.38 1.15 3.70
H 0.18 -1.91 2.83
H 3.96 -1.57 3.39
H 3.57 3.20 2.02
Cl 2.27 1.77 -0.65
```

Properties
Lowest unoccupied orbital energy (spin up / spin down) (eV): -0.2 / -2.3
Multiplicity: 5
Relative energy (zero: lowest compared OMol25 entry of this formula, charge and spin) (eV): 1.1491
E (eV): -93609.1522

***

> Among the records above, which one has the highest E?

C2H5FN2O2

***

> What is the formula in the second record?

C2H5FN2O2

***

> Among the records above, which one has the lowest E?

C18H21ClN2O8OsP2S2